Density functional theory data (the ωB97M-V functional and the def2-TZVPD basis) for a 3-piece molecular cluster, C11H29BFO10P2 overall at a distorted geometry.

Its HOMO energy is -4.72 eV. For the frontier orbital gap, the calculation gives 6.72 eV. For the strongest force on any atom, the calculation gives 0.09967 Eh/bohr. The total energy comes out at -1996.52951 a.u.

```
! wB97M-V def2-TZVPD RIJCOSX def2/J DEFGRID3
* xyz -1 1
C 0.104 -0.166 4.254
C -0.232 0.466 2.899
C -0.829 1.844 3.091
O -0.318 2.832 2.608
O -1.919 1.959 3.869
C -3.197 1.632 3.197
C -3.599 0.181 3.301
B -5.124 -0.086 2.751
F -6.073 0.117 3.846
H -0.795 -0.159 4.868
H 0.844 0.438 4.777
H 0.465 -1.185 4.147
H 0.712 0.581 2.368
H -0.849 -0.196 2.297
H -3.963 2.252 3.656
H -3.134 1.954 2.156
H -3.506 -0.109 4.351
H -2.913 -0.421 2.699
H -5.424 0.673 1.815
H -5.205 -1.258 2.356
C 3.781 -5.275 -0.987
O 3.019 -4.074 -1.156
P 2.630 -3.328 0.205
O 3.738 -3.380 1.165
O 1.427 -4.303 0.670
C 0.489 -4.801 -0.282
O 1.788 -1.993 0.368
C 2.395 -0.801 -0.211
H 3.701 -5.822 -1.924
H 4.824 -5.037 -0.793
H 3.378 -5.879 -0.174
H 0.703 -5.852 -0.484
H 0.519 -4.251 -1.222
H -0.507 -4.714 0.146
H 2.519 -0.939 -1.284
H 3.358 -0.601 0.257
H 1.733 0.041 -0.036
C 1.487 2.512 -5.581
O 0.878 3.374 -4.611
P 0.731 2.737 -3.143
O 1.922 1.950 -2.798
O -0.556 1.816 -3.500
C -1.639 2.346 -4.261
O 0.115 3.145 -1.721
C 0.740 4.173 -0.929
H 1.241 2.930 -6.555
H 2.567 2.503 -5.453
H 1.090 1.501 -5.504
H -1.598 1.947 -5.277
H -1.619 3.434 -4.313
H -2.568 2.031 -3.790
H 0.715 5.144 -1.422
H 1.771 3.892 -0.710
H 0.181 4.230 0.001
*
```

Density functional theory data (the ωB97M-V functional and the def2-TZVPD basis) for a 6-piece molecular cluster, C11H30ClN14O7 overall at a distorted geometry.

Its HOMO energy is -11.36 eV. For the frontier orbital gap, the calculation gives 8.76 eV. For the strongest force on any atom, the calculation gives 0.06208 Eh/bohr. The total energy comes out at -2190.57444 a.u.

```
! wB97M-V def2-TZVPD RIJCOSX def2/J DEFGRID3
* xyz 1 1
C 2.759 -0.940 -1.375
C 2.402 -0.377 -2.766
O 2.639 0.712 -3.122
O 1.788 -1.281 -3.652
C 0.395 -0.994 -3.821
C -0.478 -1.622 -2.657
N -1.491 -0.716 -2.098
N -2.789 -1.050 -1.906
C -3.447 -0.033 -1.344
N -4.717 0.054 -0.958
N -2.578 1.037 -1.160
C -1.433 0.539 -1.639
Cl -0.025 1.539 -1.584
H 2.697 -2.050 -1.385
H 3.803 -0.635 -1.173
H 2.112 -0.528 -0.574
H 0.117 -1.494 -4.771
H 0.194 0.088 -3.945
H 0.139 -2.104 -1.867
H -1.046 -2.457 -3.125
H -3.163 -1.961 -2.157
H -5.046 -0.654 -0.291
H -5.365 0.770 -1.257
C -1.146 4.304 1.172
O -0.550 3.307 1.556
N -1.156 5.469 1.868
N -1.853 4.318 0.001
H -1.640 6.293 1.566
H -0.645 5.497 2.737
H -1.863 3.468 -0.532
H -2.353 5.116 -0.343
C 1.018 -5.307 -2.390
O -0.076 -5.126 -1.861
N 1.728 -6.447 -2.238
N 1.601 -4.360 -3.175
H 2.623 -6.606 -2.660
H 1.327 -7.164 -1.661
H 1.099 -3.505 -3.300
H 2.493 -4.469 -3.621
C 0.784 8.016 3.509
O 0.146 7.042 3.878
N 1.485 8.030 2.340
N 0.847 9.166 4.233
H 2.015 8.817 2.017
H 1.459 7.196 1.780
H 0.342 9.190 5.100
H 1.365 9.976 3.948
C 3.867 -4.786 0.886
O 3.761 -5.266 -0.229
N 2.863 -4.846 1.807
N 4.998 -4.150 1.308
H 2.929 -4.459 2.730
H 2.015 -5.308 1.531
H 5.759 -4.089 0.656
H 5.105 -3.750 2.221
C -3.748 -1.350 2.542
O -4.396 -1.163 1.516
N -4.292 -1.908 3.651
N -2.437 -1.010 2.650
H -3.784 -2.069 4.501
H -5.261 -2.170 3.606
H -2.003 -0.589 1.849
H -1.892 -1.152 3.480
*
```

Density functional theory data (the ωB97M-V functional and the def2-TZVPD basis) for C11H30N6O15Zn2 as an isolated structure at a distorted geometry.

The energy above the lowest of the compared OMol25 structures with the same formula, charge and spin comes out at 1.344 eV. Its HOMO energy is -8.45 eV. For the frontier orbital gap, the calculation gives 7.37 eV. For the strongest force on any atom, the calculation gives 0.17977 Eh/bohr. The total energy comes out at -5452.96093 a.u.

```
! wB97M-V def2-TZVPD RIJCOSX def2/J DEFGRID3
* xyz 0 1
Zn -0.199 -2.517 -0.892
Zn 2.522 -1.325 -0.096
C 0.254 -0.402 0.556
O 0.632 -1.629 0.831
O 1.250 0.282 0.130
O -0.722 -0.572 -0.261
C 2.197 -3.482 -1.448
O 1.166 -4.105 -0.994
O 3.280 -3.270 -0.776
O 1.706 -2.308 -1.707
C -1.943 -1.867 -3.497
O -1.178 -2.054 -2.531
N -2.856 -2.721 -3.993
N -2.113 -0.573 -3.857
H -2.879 -3.611 -3.521
H -3.580 -2.381 -4.592
H -2.848 -0.331 -4.492
H -1.464 0.040 -3.375
C 0.848 2.925 3.427
O 1.127 3.892 4.130
N 1.595 2.592 2.335
N -0.234 2.143 3.588
H 1.199 2.226 1.487
H 2.452 3.112 2.259
H -0.441 1.378 2.973
H -0.960 2.365 4.246
C 4.618 0.667 -1.328
O 4.139 -0.414 -0.964
N 5.901 0.843 -1.674
N 3.933 1.832 -1.127
H 6.375 -0.030 -1.852
H 6.236 1.754 -1.914
H 3.100 1.809 -0.570
H 4.274 2.704 -1.486
C -0.621 2.327 -2.587
C -0.409 3.235 -1.336
O 0.897 3.111 -0.830
O 0.038 1.095 -2.460
H -0.376 2.897 -3.484
H -1.711 2.207 -2.678
H -1.116 2.969 -0.543
H -0.702 4.219 -1.703
H 1.063 2.158 -0.794
H -0.080 0.747 -1.558
C -4.287 -0.080 -0.978
C -4.303 -0.881 0.318
O -3.044 -1.023 0.955
O -4.394 1.293 -0.654
H -5.022 -0.437 -1.709
H -3.351 -0.159 -1.535
H -4.736 -1.886 0.227
H -5.060 -0.408 0.953
H -2.345 -0.706 0.345
H -5.318 1.508 -0.496
C 1.360 -1.365 4.352
C -0.092 -1.816 4.188
O -0.147 -3.011 3.381
O 2.098 -2.185 5.287
H 1.412 -0.330 4.686
H 1.875 -1.510 3.400
H -0.533 -0.987 3.622
H -0.613 -2.130 5.087
H 0.211 -2.737 2.524
H 1.918 -3.090 5.004
*
```

Density functional theory data (the ωB97M-V functional and the def2-TZVPD basis) for C11H31BrN3NbO8P as an isolated structure at a distorted geometry.

Its HOMO energy is -5.22 eV. For the frontier orbital gap, the calculation gives 7.68 eV. For the strongest force on any atom, the calculation gives 0.06701 Eh/bohr. The total energy comes out at -4176.20649 a.u.

```
! wB97M-V def2-TZVPD RIJCOSX def2/J DEFGRID3
* xyz -1 1
O -0.772 4.663 -1.726
P -1.129 3.393 -2.326
O -1.420 3.600 -3.894
O -2.564 2.813 -1.900
C -0.061 2.041 -2.151
Nb 0.778 1.670 -0.058
Br 2.376 3.721 -0.001
C -0.586 -0.159 -0.012
O -1.089 -0.531 1.294
O -2.262 0.242 1.568
H -2.064 2.950 -4.202
H -2.457 2.376 -1.038
H -0.595 1.148 -2.475
H 0.776 2.196 -2.829
H 1.978 0.516 -0.854
H 1.526 1.047 1.485
H -0.648 2.418 0.847
H -1.463 -0.010 -0.646
H -0.034 -1.029 -0.357
H -2.930 -0.278 1.095
C -2.596 -3.012 2.677
C -2.055 -4.099 3.570
O -1.711 -5.195 3.160
N -1.951 -3.799 4.897
C -2.268 -2.547 5.556
H -2.614 -3.380 1.656
H -3.609 -2.744 2.983
H -1.968 -2.123 2.710
H -1.594 -4.557 5.456
H -1.386 -2.127 6.043
H -3.044 -2.685 6.312
H -2.621 -1.825 4.829
C 2.386 -0.657 4.082
C 2.585 -1.634 2.944
O 3.138 -1.314 1.916
N 2.084 -2.900 3.109
C 1.383 -3.449 4.248
H 2.818 0.289 3.774
H 1.324 -0.506 4.282
H 2.872 -1.006 4.995
H 2.229 -3.493 2.308
H 1.922 -4.301 4.672
H 0.383 -3.786 3.973
H 1.290 -2.691 5.019
C 1.898 3.224 -5.173
C 1.441 1.841 -5.582
O 1.486 0.895 -4.823
N 0.955 1.695 -6.854
C 0.816 2.709 -7.876
H 2.260 3.172 -4.151
H 2.706 3.576 -5.816
H 1.075 3.938 -5.213
H 0.664 0.755 -7.067
H -0.227 2.827 -8.180
H 1.403 2.461 -8.764
H 1.165 3.662 -7.495
*
```

Density functional theory data (the ωB97M-V functional and the def2-TZVPD basis) for C11H31N3O11PZn as an isolated structure at a distorted geometry.

Its HOMO energy is -1.00 eV. For the frontier orbital gap, the calculation gives 2.33 eV. For the strongest force on any atom, the calculation gives 0.12229 Eh/bohr. The total energy comes out at -3550.17151 a.u.

```
! wB97M-V def2-TZVPD RIJCOSX def2/J DEFGRID3
* xyz -1 1
Zn 0.363 0.210 0.031
P -2.967 1.063 -0.748
O -4.203 0.509 -0.008
O -2.065 -0.092 -1.243
O -1.853 1.701 0.184
O -3.799 1.958 -1.814
C 3.018 -2.514 -2.382
O 2.485 -1.963 -1.387
N 2.379 -2.796 -3.499
N 4.274 -2.584 -2.554
H 1.376 -2.887 -3.426
H 2.929 -2.868 -4.343
H 4.845 -2.289 -1.776
H 4.660 -2.684 -3.482
C -0.070 -1.881 2.227
O 0.819 -0.851 1.832
C 1.474 -0.181 2.908
C 2.606 0.698 2.312
N 2.132 1.528 1.137
C 3.092 1.890 0.114
C 2.470 2.232 -1.278
O 1.308 1.421 -1.497
C 0.772 1.405 -2.854
H -0.610 -2.085 1.303
H -0.652 -1.531 3.080
H 0.491 -2.796 2.418
H 1.957 -1.025 3.400
H 0.785 0.347 3.567
H 3.516 0.131 2.114
H 2.779 1.480 3.052
H 1.986 2.443 1.539
H 3.717 1.056 -0.204
H 3.680 2.736 0.469
H 3.260 2.057 -2.009
H 2.293 3.302 -1.390
H 1.296 0.678 -3.474
H 0.781 2.281 -3.502
H -0.258 1.063 -2.756
C -3.403 -4.502 -1.914
C -2.949 -4.238 -3.398
O -2.145 -3.048 -3.513
O -4.501 -3.755 -1.536
H -2.591 -4.250 -1.231
H -3.674 -5.548 -1.768
H -3.858 -4.084 -3.981
H -2.527 -5.179 -3.752
H -2.157 -2.477 -2.741
H -4.269 -2.824 -1.494
C -1.184 4.358 4.125
C -2.555 3.774 4.395
O -2.866 2.532 3.814
O -0.970 4.579 2.820
H -0.412 3.726 4.564
H -1.209 5.279 4.707
H -3.363 4.475 4.186
H -2.732 3.640 5.462
H -2.508 2.555 2.923
H -1.190 3.823 2.271
*
```

Density functional theory data (the ωB97M-V functional and the def2-TZVPD basis) for C11H32O15P3V as an isolated structure at a distorted geometry.

Its HOMO energy is -6.96 eV. For the frontier orbital gap, the calculation gives 4.47 eV. For the strongest force on any atom, the calculation gives 0.09440 Eh/bohr. The total energy comes out at -3534.97805 a.u.

```
! wB97M-V def2-TZVPD RIJCOSX def2/J DEFGRID3
* xyz 0 1
O 0.203 1.170 2.098
V 1.110 2.180 1.309
O 2.141 2.775 2.323
C -0.178 7.139 1.906
C -0.436 6.572 0.463
O -0.135 5.228 0.431
H -0.522 6.514 2.730
H -0.435 8.163 2.176
H 0.899 6.974 1.957
H -0.006 7.102 -0.387
H -1.462 6.698 0.117
C 6.409 -0.939 -2.801
O 5.458 -0.327 -1.958
P 4.854 -0.819 -0.582
O 3.730 0.014 -0.032
O 4.485 -2.354 -0.873
C 3.445 -2.930 -0.102
O 6.178 -0.957 0.408
C 7.083 0.108 0.609
H 7.426 -0.935 -2.409
H 6.471 -0.400 -3.747
H 6.263 -2.008 -2.953
H 3.249 -3.887 -0.586
H 2.627 -2.213 -0.163
H 3.714 -3.036 0.949
H 6.955 0.792 -0.230
H 8.062 -0.159 1.007
H 6.700 0.676 1.457
C -3.257 1.796 -1.507
O -2.597 0.726 -2.092
P -1.208 0.910 -2.775
O -0.051 1.240 -1.919
O -0.892 -0.413 -3.617
C -1.170 -1.770 -3.237
O -1.547 2.048 -3.929
C -0.514 2.763 -4.540
H -4.282 1.838 -1.876
H -2.823 2.782 -1.676
H -3.359 1.732 -0.424
H -2.074 -2.154 -3.709
H -1.278 -1.835 -2.155
H -0.367 -2.441 -3.543
H -0.656 3.838 -4.423
H -0.392 2.572 -5.606
H 0.456 2.561 -4.084
C -1.932 -3.387 2.722
O -2.579 -4.178 3.684
P -4.183 -3.999 3.717
O -4.665 -4.000 5.142
O -4.503 -2.472 2.992
C -4.957 -1.392 3.764
O -4.814 -5.124 2.703
C -5.037 -4.999 1.316
H -1.586 -2.507 3.263
H -2.528 -3.075 1.864
H -1.068 -3.990 2.442
H -4.325 -0.543 3.503
H -4.889 -1.466 4.850
H -5.972 -1.331 3.372
H -4.740 -4.013 0.959
H -6.052 -5.121 0.939
H -4.453 -5.737 0.767
*
```

Density functional theory data (the ωB97M-V functional and the def2-TZVPD basis) for a 9-piece molecular cluster, C11H33N7O18S overall at a distorted geometry.

Its HOMO energy (spin up / spin down) is -12.66 / -12.66 eV. For the frontier orbital gap (spin up / spin down), the calculation gives 9.02 / 1.97 eV. For the strongest force on any atom, the calculation gives 0.10060 Eh/bohr. As for the expectation value of S²: 0.755. The total energy comes out at -2573.57335 a.u.

```
! wB97M-V def2-TZVPD RIJCOSX def2/J DEFGRID3
* xyz 1 2
C 4.449 0.587 -0.328
O 3.176 -0.065 -0.416
H 4.504 1.446 -0.997
H 4.630 0.915 0.696
H 5.261 -0.098 -0.571
H 3.037 -0.547 -1.234
O 5.753 -3.791 0.922
S 4.735 -4.809 1.227
O 4.993 -6.018 2.003
O 3.405 -4.066 1.905
C 3.154 -2.721 1.494
C 1.787 -2.296 1.965
C 3.968 -5.333 -0.420
H 3.227 -2.521 0.425
H 3.945 -2.118 1.939
H 0.930 -2.868 1.609
H 1.582 -1.286 1.611
H 1.854 -2.225 3.051
H 3.163 -6.043 -0.229
H 4.724 -5.945 -0.910
H 3.665 -4.372 -0.836
C -3.203 -2.723 -1.116
N -4.039 -1.488 -0.847
O -3.769 -0.500 -1.500
O -4.974 -1.601 -0.078
H -3.861 -3.570 -0.920
H -2.361 -2.850 -0.436
H -2.793 -2.774 -2.125
C 1.391 1.416 -4.751
N 2.590 2.104 -4.105
O 2.919 1.880 -2.991
O 3.289 2.855 -4.848
H 1.476 1.751 -5.785
H 0.517 1.805 -4.227
H 1.382 0.336 -4.604
C -2.623 3.078 -3.937
N -2.771 3.801 -2.647
O -3.396 4.839 -2.611
O -2.365 3.270 -1.612
H -3.557 3.145 -4.494
H -2.553 2.034 -3.629
H -1.751 3.373 -4.520
C 1.592 1.549 2.998
N 1.698 2.793 3.819
O 2.015 3.846 3.200
O 1.449 2.674 5.012
H 0.850 0.906 3.472
H 2.620 1.199 3.096
H 1.417 1.823 1.958
C -0.385 0.671 -0.582
N -0.563 -0.159 -1.818
O -1.220 0.331 -2.715
O -0.100 -1.288 -1.822
H -0.957 0.243 0.241
H -0.779 1.622 -0.940
H 0.676 0.734 -0.340
C -3.636 2.460 1.078
N -5.120 2.656 0.966
O -5.806 1.816 1.562
O -5.535 3.556 0.226
H -3.335 1.918 0.181
H -3.387 1.957 2.012
H -3.227 3.466 0.984
C -3.959 -0.125 4.117
N -2.687 -0.114 3.293
O -1.704 0.158 3.922
O -2.789 -0.335 2.097
H -4.548 0.709 3.734
H -3.632 0.016 5.147
H -4.441 -1.092 3.976
*
```

Density functional theory data (the ωB97M-V functional and the def2-TZVPD basis) for C11H34F4N8O9P2V2 as an isolated structure at a distorted geometry.

Its HOMO energy (spin up / spin down) is -8.90 / -11.64 eV. For the frontier orbital gap (spin up / spin down), the calculation gives 5.23 / 7.94 eV. For the strongest force on any atom, the calculation gives 0.16587 Eh/bohr. As for the expectation value of S²: 15.756. The total energy comes out at -4524.98654 a.u.

```
! wB97M-V def2-TZVPD RIJCOSX def2/J DEFGRID3
* xyz 1 8
V -2.093 1.504 -1.669
V -4.722 -3.081 0.676
O -2.867 -2.535 -0.102
P -1.607 -1.933 -0.685
O -1.538 -0.447 -1.154
F -0.982 -3.048 -1.659
F -0.556 -1.738 0.546
O -4.934 -0.962 1.133
P -4.769 0.470 0.651
O -3.703 0.916 -0.330
F -4.544 1.347 1.975
F -6.212 1.134 0.098
C 2.966 -2.977 -0.704
O 4.138 -3.112 -0.365
N 2.322 -3.728 -1.483
N 2.256 -1.951 -0.171
H 2.724 -4.519 -1.965
H 1.407 -3.411 -1.770
H 1.247 -1.905 -0.164
H 2.734 -1.368 0.500
C -1.869 -6.156 -2.578
O -2.779 -5.642 -1.988
N -1.943 -7.191 -3.385
N -0.688 -5.765 -2.454
H -1.109 -7.609 -3.771
H -2.871 -7.563 -3.532
H 0.039 -5.958 -3.128
H -0.678 -4.862 -2.002
C 0.569 -0.453 4.222
O -0.547 -0.435 4.690
N 0.940 -1.403 3.391
N 1.438 0.467 4.428
H 0.517 -2.264 3.076
H 1.735 -1.172 2.813
H 2.333 0.488 3.960
H 1.137 1.173 5.085
C -2.308 3.517 1.470
C -0.788 3.303 0.991
C 0.121 3.045 2.238
O 0.090 4.105 3.166
C 1.190 5.038 3.134
N -0.881 2.057 0.234
H -2.966 3.082 0.718
H -2.621 4.548 1.636
H -2.586 3.027 2.403
H -0.430 4.189 0.467
H 1.084 2.636 1.934
H -0.254 2.190 2.801
H 2.073 4.478 3.441
H 1.168 5.915 3.781
H 1.468 5.409 2.147
H 0.069 1.825 -0.019
H -1.149 1.378 0.932
C 0.788 0.003 -3.417
C 0.865 0.963 -2.278
C 2.183 1.659 -1.885
O 2.080 2.540 -0.764
C 3.306 2.735 -0.082
N -0.159 2.058 -2.651
H 0.953 0.445 -4.399
H -0.031 -0.715 -3.369
H 1.668 -0.637 -3.353
H 0.644 0.418 -1.360
H 2.818 2.109 -2.648
H 2.915 0.874 -1.695
H 2.994 3.308 0.791
H 3.947 3.313 -0.748
H 3.796 1.837 0.293
H 0.372 2.898 -2.471
H 0.088 2.143 -3.626
*
```